1.
Formula: C43H57N8O8P2SSn
Source: the OMol25 dataset
Level of theory: ωB97M-V/def2-TZVPD

## Properties
Total charge ... +1

Geometry as XYZ:
```
120
Properties=species:S:1:pos:R:3:forces:R:3:mulliken_charge:R:1
Sn -1.34378 0.62665 -0.65234 -0.08 -0.06 -0.14 0.9173
C 4.48534 0.32047 -3.37232 0.01 0.01 0.00 -1.0445
C 3.61628 -0.88906 -3.10094 -0.01 0.00 -0.01 0.5861
C 3.48072 -1.20488 -1.62542 0.01 -0.01 0.03 -1.1316
O 2.31884 -0.72008 -3.75836 0.04 0.03 0.01 -0.1535
P 1.03166 0.02966 -3.26424 0.10 0.05 0.00 -0.7232
O 0.69403 -0.18854 -1.84128 -0.12 -0.01 -0.04 1.0424
C 1.25556 1.79601 -3.62850 -0.01 -0.02 -0.06 -1.1042
P 1.28319 2.84719 -2.16368 0.00 -0.14 0.18 -0.9417
O 0.00743 2.79476 -1.42021 0.00 0.07 -0.05 -0.0532
O 2.55306 2.31885 -1.40378 0.11 0.13 -0.13 0.8888
C 3.01229 2.64759 -0.04597 0.01 -0.08 0.02 1.6387
C 2.18705 3.72376 0.62735 0.04 0.04 -0.04 -1.2941
C 4.47349 3.02303 -0.15017 0.01 0.00 0.03 -1.8093
O 1.55756 4.32772 -2.62265 -0.14 0.06 -0.09 -0.3029
C 2.37746 4.91227 -3.67397 0.06 -0.03 0.06 0.4587
C 3.76655 4.31057 -3.73656 0.04 0.03 -0.04 -0.9019
C 1.64274 4.87142 -4.99892 -0.01 0.01 -0.01 -1.3675
O -0.10721 -0.50130 -4.19295 -0.02 -0.05 -0.02 -0.3035
C -0.24746 -0.68399 -5.63743 0.01 0.02 0.03 0.4452
C 0.86293 -1.53059 -6.21933 0.00 -0.02 -0.03 -1.2664
C -0.40505 0.65177 -6.33305 0.01 0.01 -0.01 -1.3472
H 5.49955 0.12311 -3.02214 0.00 -0.01 -0.01 0.5620
H 4.11113 1.19363 -2.83641 -0.01 0.00 -0.02 -0.0712
H 4.53349 0.53339 -4.44118 0.00 0.00 0.01 0.3176
H 4.02110 -1.75493 -3.62340 0.01 -0.02 0.00 0.3474
H 3.12067 -0.34320 -1.06300 -0.01 0.00 -0.01 -0.0075
H 4.46301 -1.49114 -1.24559 0.00 0.00 -0.01 0.6265
H 2.78926 -2.03277 -1.46711 0.00 0.01 0.00 0.1410
H 0.39261 2.13959 -4.20176 -0.01 -0.02 0.01 0.8292
H 2.14445 1.92789 -4.24478 0.00 0.00 0.02 0.3923
H 2.90447 1.70932 0.49782 0.01 0.07 -0.05 -0.6931
H 2.25050 4.66531 0.07571 -0.02 -0.02 0.00 0.4209
H 2.60275 3.88825 1.62253 -0.01 0.00 0.01 0.5075
H 1.14541 3.42633 0.72668 -0.01 -0.02 0.01 0.0913
H 4.59202 3.99878 -0.62400 0.01 -0.01 0.00 0.3950
H 5.03335 2.27924 -0.71768 0.00 0.00 0.00 0.3153
H 4.90057 3.08259 0.85183 0.00 -0.01 0.00 0.4222
H 2.45773 5.95005 -3.35242 0.01 0.01 0.02 0.4556
H 3.75958 3.29185 -4.12738 0.00 0.00 0.02 0.1302
H 4.24273 4.30323 -2.75845 -0.01 0.01 -0.01 0.0121
H 4.37830 4.91323 -4.40909 0.00 -0.01 0.00 0.5333
H 1.62314 3.86693 -5.42306 -0.01 -0.01 0.00 0.1851
H 2.15241 5.51935 -5.71281 0.00 0.00 0.01 0.5033
H 0.62032 5.22893 -4.88199 0.00 0.00 0.00 0.3533
H -1.18619 -1.23245 -5.69915 -0.02 0.01 0.01 0.2995
H 1.81372 -0.99919 -6.22472 -0.01 0.00 0.00 0.2059
H 0.60261 -1.77562 -7.24980 0.00 -0.01 0.00 0.4849
H 0.98286 -2.45919 -5.66346 0.00 0.00 0.00 0.3315
H 0.54668 1.18353 -6.39954 0.00 0.00 0.02 0.2258
H -1.13724 1.27601 -5.82019 -0.01 0.00 -0.02 0.3392
H -0.75837 0.48471 -7.35065 0.01 0.00 0.00 0.5064
C 0.97004 -4.60491 0.24557 0.00 0.01 -0.01 -1.2906
N 0.07204 -3.56448 -0.23007 0.01 -0.04 0.04 1.2987
C -0.21540 -2.38707 0.32003 -0.02 -0.03 0.00 -0.8572
N -1.16868 -1.79652 -0.37966 0.15 0.03 0.03 0.2997
C -1.42118 -2.68054 -1.38141 -0.08 0.02 -0.01 -0.7389
N -0.69981 -3.77043 -1.32268 -0.03 0.00 0.03 -1.0623
C 0.59165 -5.13904 1.60829 -0.02 -0.01 0.00 0.8509
C 1.55336 -5.79241 2.37057 0.00 -0.01 -0.01 -0.8684
C 1.21755 -6.36031 3.59055 0.00 0.00 0.00 -0.6718
C -0.07773 -6.26522 4.07198 0.00 -0.01 0.00 -0.8541
C -1.03638 -5.59405 3.32169 0.01 0.00 0.00 0.1516
C -0.70522 -5.04059 2.08888 0.00 0.01 0.01 0.0280
C -2.40121 -5.47568 3.83168 0.03 0.00 -0.03 0.4207
N -3.01893 -6.23533 4.66419 0.02 -0.01 0.01 -0.4799
N -4.28844 -5.69611 4.81929 -0.02 -0.01 -0.01 -0.4714
C -4.33600 -4.65544 4.06542 -0.03 0.02 0.00 0.4420
O -3.17156 -4.44487 3.39972 0.00 0.01 0.00 -0.2210
C -5.43917 -3.71550 3.87412 0.00 0.00 0.00 0.0327
C -6.74632 -4.14193 4.07430 -0.01 0.00 0.01 -0.9168
C -7.78747 -3.24360 3.90320 0.01 0.00 0.00 -0.5824
C -7.52464 -1.93035 3.54503 -0.01 -0.01 0.01 -0.8561
C -6.21552 -1.49713 3.36222 0.00 0.01 0.02 1.1597
C -5.96657 -0.03714 3.05444 0.02 0.01 0.00 -1.5240
N -4.62379 0.22905 2.57027 -0.02 0.01 0.04 0.8861
C -4.14223 0.15654 1.33057 -0.04 0.08 -0.03 -0.6745
N -2.84269 0.38408 1.34699 0.08 -0.06 0.06 0.6904
C -2.57041 0.58878 2.66366 -0.03 0.01 0.00 -1.1543
N -3.62473 0.50387 3.43971 0.01 0.00 -0.03 -0.8782
C -5.17270 -2.39550 3.52123 -0.01 0.00 -0.04 -0.2084
H 1.99234 -4.22452 0.25331 0.00 0.03 0.02 0.3636
H 0.91319 -5.39085 -0.50625 0.02 -0.01 0.00 0.4084
H 0.26756 -1.98276 1.19512 0.00 0.01 -0.01 0.5907
H -2.14871 -2.50865 -2.15742 0.01 0.02 -0.01 0.5283
H 2.57150 -5.86474 2.00539 0.00 0.00 0.00 0.4550
H 1.97219 -6.87148 4.17271 0.00 0.00 0.00 0.4158
H -0.35407 -6.69411 5.02547 0.00 0.00 0.00 0.5143
H -1.47279 -4.54297 1.50915 0.00 -0.01 0.01 0.6341
H -6.93305 -5.16921 4.35583 0.00 0.00 0.00 0.5020
H -8.80881 -3.56933 4.04603 0.00 0.00 0.00 0.4067
H -8.34530 -1.23450 3.41267 0.00 0.00 0.01 0.4453
H -6.08316 0.56451 3.95533 -0.02 0.00 0.00 0.2870
H -6.67624 0.33078 2.31376 0.01 -0.02 -0.03 0.5011
H -4.75049 -0.03058 0.46044 0.01 0.00 -0.01 0.4652
H -1.58104 0.80891 3.02879 0.01 -0.02 -0.01 0.8076
H -4.14620 -2.07630 3.39536 0.00 0.00 0.00 0.6425
C 0.13627 0.68227 0.94114 -0.01 -0.02 -0.01 -0.3983
C 1.01734 0.69692 1.77460 -0.06 0.00 0.16 -0.0479
C 2.06349 0.75319 2.75801 0.00 -0.02 0.00 0.3482
C 3.12882 -0.14912 2.71039 0.03 0.01 0.00 -0.1204
C 4.14738 -0.08250 3.64746 0.00 0.01 0.00 -0.7305
C 4.11797 0.88565 4.64195 0.00 0.00 0.00 -0.5163
C 3.06374 1.78736 4.69624 0.00 0.00 -0.01 -0.7226
C 2.04238 1.72435 3.76172 -0.02 -0.02 0.01 -0.3106
H 3.15387 -0.89838 1.92847 -0.02 -0.01 -0.01 0.4471
H 4.96676 -0.78801 3.60233 0.00 0.00 0.00 0.4322
H 4.91290 0.93573 5.37403 0.00 0.00 0.00 0.4245
H 3.03559 2.54113 5.47216 0.00 0.00 0.00 0.4179
H 1.21637 2.42302 3.80222 0.01 0.01 -0.01 0.5370
C -3.20395 4.31867 2.03484 -0.02 0.01 0.03 -1.1845
S -2.30625 3.66544 0.62680 0.06 -0.02 0.09 0.9680
C -1.76812 5.22829 -0.05773 0.01 0.01 -0.03 -1.1740
O -3.33357 3.11063 -0.30347 -0.03 -0.02 -0.01 -0.6803
H -3.95194 5.03299 1.69201 0.00 -0.01 -0.01 0.3981
H -2.50507 4.78490 2.72956 -0.01 0.01 -0.01 0.3646
H -3.68841 3.47130 2.51906 0.01 0.02 0.01 0.2497
H -2.64524 5.82704 -0.30169 0.00 -0.01 0.00 0.5107
H -1.19718 4.98709 -0.95205 0.00 0.01 0.01 0.0959
H -1.13324 5.73961 0.66633 0.01 -0.01 0.00 0.3788
```
Forces are in eV/Å.



2.
Formula: C43H58GeN6Sn
Source: the OMol25 dataset
Level of theory: ωB97M-V/def2-TZVPD

## Properties
Total charge ... +2

Geometry as XYZ:
```
109
Properties=species:S:1:pos:R:3:forces:R:3:mulliken_charge:R:1
Sn -0.16914 -0.22754 0.23309 0.26 -0.05 -0.52 1.7215
N 1.60627 -1.52923 1.72875 0.03 -0.10 0.01 -0.3474
C 2.95550 -1.60873 1.15051 0.03 0.15 -0.10 -0.9720
C 3.44893 -0.24050 0.67472 -0.09 -0.18 0.06 -0.9505
N 2.58363 0.45935 -0.29096 0.00 0.04 0.06 0.8289
C 2.85815 0.06249 -1.68470 -0.16 -0.23 -0.02 -1.2051
C 2.49287 -1.37172 -2.02952 0.09 0.23 0.11 -0.9892
N 1.11664 -1.65689 -1.59969 0.16 -0.06 0.21 -0.1003
C 2.73576 1.92929 -0.20824 -0.17 0.06 -0.01 -1.0280
C 1.41122 2.68011 -0.07360 0.08 -0.07 0.05 -0.4841
N 0.36125 2.13141 -0.94959 -0.04 0.14 0.04 -0.5110
H 1.64002 -1.01445 2.60378 -0.09 0.04 0.02 0.0624
H 1.28218 -2.46341 1.96283 -0.01 0.02 0.02 0.2784
H 2.92700 -2.33056 0.34002 0.01 -0.03 0.04 0.3626
H 3.68967 -1.97027 1.87708 0.00 -0.03 -0.03 0.4907
H 4.46312 -0.36803 0.27309 0.02 0.06 0.03 0.2819
H 3.52877 0.38570 1.56509 0.05 0.03 -0.04 0.7200
H 3.91692 0.22245 -1.93138 -0.02 0.10 -0.01 0.3045
H 2.26116 0.71323 -2.32729 0.06 0.04 -0.02 0.5426
H 3.18436 -2.06369 -1.55547 -0.03 -0.06 -0.02 0.5157
H 2.60826 -1.49757 -3.10955 0.02 -0.04 0.11 0.2349
H 1.01576 -2.64713 -1.41066 -0.03 0.00 -0.01 0.2331
H 0.47419 -1.43914 -2.35462 0.00 -0.05 0.06 -0.4108
H 3.26626 2.29902 -1.09037 0.06 -0.03 0.01 0.3147
H 3.35150 2.20083 0.64966 0.06 0.00 -0.03 0.6857
H 1.60531 3.73699 -0.27414 -0.04 0.01 0.05 0.5355
H 1.04131 2.59757 0.95011 -0.07 0.06 -0.17 0.1543
H 0.61762 2.24868 -1.92566 -0.03 -0.05 0.00 0.1888
H -0.47912 2.68687 -0.81476 -0.05 -0.06 -0.07 0.2849
C -5.81695 1.10907 5.33118 0.03 -0.03 -0.06 -1.5999
C -5.60801 -0.27464 4.69914 -0.08 -0.01 0.11 1.9279
C -6.90147 -0.69041 3.99557 0.10 0.02 0.00 -2.0691
C -5.28676 -1.30953 5.79189 -0.02 0.05 -0.06 -1.4954
C -4.42664 -0.23287 3.74651 0.03 -0.08 -0.19 0.5645
C -4.49401 -0.66206 2.42626 -0.07 0.03 0.09 -0.6388
C -3.35107 -0.64340 1.64950 0.07 -0.08 0.15 -0.4717
N -2.15888 -0.24231 2.07260 -0.02 0.17 0.36 0.0395
C -2.07647 0.20050 3.34051 -0.11 -0.07 -0.17 -0.5606
C -3.17902 0.21583 4.18009 0.08 0.08 0.05 -0.4492
C -0.74922 0.70183 3.78837 0.12 0.04 0.11 -0.6838
C -0.44142 0.80394 5.13956 0.03 -0.01 -0.05 -0.2250
C 0.78033 1.32003 5.56695 -0.07 -0.06 -0.10 0.6856
C 1.65397 1.72928 4.56286 0.05 0.01 0.04 -0.9503
C 1.28855 1.56666 3.23956 0.01 -0.06 0.03 -0.5088
N 0.12679 1.05485 2.83475 -0.03 0.07 -0.04 0.1333
C 1.08930 1.44904 7.04782 0.02 0.06 0.15 1.9805
C 0.71727 0.15560 7.78931 0.03 0.06 -0.10 -1.6563
C 0.24853 2.61561 7.59676 0.05 -0.04 -0.01 -1.5121
C 2.57207 1.74159 7.29352 -0.10 -0.02 -0.06 -1.9768
H -6.67638 1.07872 6.00090 0.01 0.01 0.01 0.4613
H -6.00931 1.85911 4.56202 -0.02 0.02 0.03 0.3763
H -4.95339 1.43048 5.91418 -0.01 0.01 0.01 0.3167
H -7.71803 -0.68860 4.71676 -0.01 0.00 0.00 0.4349
H -6.82979 -1.69881 3.58433 -0.02 0.01 -0.02 0.3818
H -7.16160 0.00455 3.19480 -0.02 -0.02 -0.01 0.4186
H -6.13112 -1.39459 6.47653 0.02 0.00 0.02 0.4326
H -4.40617 -1.02419 6.36926 0.00 0.00 0.02 0.3261
H -5.10361 -2.29042 5.34964 -0.01 -0.01 0.03 0.3879
H -5.41552 -1.01689 1.98883 0.00 0.00 0.02 0.5690
H -3.38376 -0.99382 0.63765 -0.09 -0.18 -0.50 0.2057
H -3.08175 0.60329 5.18377 0.03 -0.01 0.00 0.4220
H -1.15649 0.46070 5.87129 -0.02 0.00 0.01 0.3993
H 2.61426 2.16753 4.79353 0.00 -0.03 0.00 0.4505
H 1.97612 1.86403 2.45314 0.01 -0.03 0.16 0.1979
H -0.35625 -0.03274 7.78138 0.00 -0.02 0.00 0.3444
H 1.02484 0.23932 8.83117 -0.01 -0.02 0.01 0.4668
H 1.22504 -0.70548 7.35086 0.00 -0.02 0.04 0.3849
H -0.81977 2.42074 7.48889 0.00 0.00 0.00 0.3362
H 0.48264 3.54430 7.07381 -0.01 0.01 0.02 0.3883
H 0.46360 2.75566 8.65668 -0.01 0.01 0.00 0.4259
H 3.20540 0.96971 6.85155 0.04 0.02 0.02 0.4405
H 2.76284 1.75760 8.36572 0.01 0.02 0.00 0.4468
H 2.86318 2.71399 6.89383 0.04 -0.01 0.01 0.3785
C -2.05470 -0.85554 -1.83825 -0.10 0.45 -0.86 -1.2640
Ge -1.89604 -0.78514 -3.76597 -0.26 -0.15 0.23 0.4692
C -3.29806 -0.30966 -5.02868 0.74 -0.15 0.63 0.5287
C -3.07691 -0.45350 -6.39832 0.02 0.00 -0.05 -0.3265
C -4.06928 -0.08277 -7.29038 0.01 -0.01 -0.08 -0.6985
C -5.27087 0.43082 -6.81819 0.05 -0.02 0.03 -0.4728
C -5.49351 0.56704 -5.45265 -0.04 0.03 0.03 -0.6982
C -4.50860 0.19645 -4.55399 -0.08 0.02 0.02 -0.2951
C -2.62062 -2.26760 -1.76306 0.13 0.03 -0.02 0.4579
C -1.77927 -3.38726 -1.79214 0.02 0.00 -0.07 0.2399
C -2.27241 -4.67585 -1.64401 -0.01 -0.03 -0.08 -1.0902
C -3.63071 -4.88647 -1.46940 0.05 -0.07 0.00 -0.5859
C -4.48964 -3.79610 -1.47182 -0.03 0.02 -0.03 -0.7806
C -3.99681 -2.51279 -1.64111 -0.07 0.06 0.11 0.0160
C -0.18839 -1.26446 -4.61976 -0.49 0.13 0.14 -0.2426
C 0.70270 -0.20100 -4.78741 -0.16 -0.06 0.02 -0.0680
C 1.93318 -0.40804 -5.39215 0.03 0.08 -0.09 -0.7000
C 2.28475 -1.68035 -5.82279 0.00 0.01 -0.03 -0.5078
C 1.40776 -2.74278 -5.64925 0.03 -0.02 -0.02 -0.7439
C 0.17061 -2.53805 -5.05333 -0.08 -0.04 0.03 0.0751
H -2.86384 -0.13757 -1.64288 0.00 -0.10 0.15 0.7375
H -2.13900 -0.85524 -6.76391 0.00 0.03 -0.01 0.3763
H -3.90556 -0.18893 -8.35429 -0.01 0.00 0.00 0.4205
H -6.03969 0.72731 -7.51913 0.00 -0.01 0.00 0.4098
H -6.43284 0.96552 -5.09363 0.00 -0.01 -0.01 0.4187
H -4.68112 0.29817 -3.48856 0.00 0.01 -0.01 0.2647
H -0.71980 -3.24332 -1.95258 -0.03 -0.06 0.06 0.3420
H -1.59034 -5.51620 -1.66921 -0.01 -0.01 0.00 0.4672
H -4.01756 -5.88981 -1.35533 -0.01 0.01 0.03 0.4363
H -5.55543 -3.94947 -1.35850 0.01 0.01 -0.01 0.4648
H -4.69503 -1.68292 -1.67521 0.05 0.04 0.04 0.3979
H 0.41748 0.79715 -4.46419 0.10 0.04 -0.05 0.4124
H 2.60884 0.42465 -5.54013 0.02 -0.01 -0.01 0.4390
H 3.24072 -1.84306 -6.30251 0.00 0.00 0.00 0.4302
H 1.68122 -3.73131 -5.99382 0.00 0.00 0.00 0.4545
H -0.51372 -3.37028 -4.93619 0.03 -0.01 -0.02 0.5467
```
Forces are in eV/Å.



Per-record gap between HOMO and LUMO, eV: 8.85 6.37
Per-record HOMO, eV: -10.39 -11.91
Per-record relative energy (zero: lowest compared OMol25 entry of this formula, charge and spin), kJ/mol: 29.3 260.0